No. 1
13
Properties=species:S:1:pos:R:3 method="wB97M-V/def2-TZVPD" de_lowest_kj_mol=261.3 homo_lumo_gap_ev=9.0989 smiles="C=C(CO)OC=S" energy_ha=-704.580009
C -1.27 1.47 -0.06
C -0.93 0.17 -0.04
C -1.95 -0.87 -0.03
O -3.27 -0.23 -0.04
O 0.35 -0.39 -0.10
C 1.48 0.28 0.22
S 2.99 -0.19 -0.04
H -2.41 1.63 -0.13
H -0.51 2.19 -0.44
H -1.73 -1.43 -0.89
H -1.76 -1.50 0.83
H -3.44 -0.49 1.00
H 1.35 1.20 0.91



No. 2
14
Properties=species:S:1:pos:R:3 method="wB97M-V/def2-TZVPD" de_lowest_kj_mol=167.8 homo_lumo_gap_ev=8.5405 smiles="O=C(O)C[C@H](S)C=S" energy_ha=-1102.834018
O 1.21 1.52 -0.99
C 1.30 0.86 -0.03
O 1.66 1.22 1.16
C 0.72 -0.64 0.04
C -0.75 -0.38 0.27
S -1.69 -2.10 0.36
C -1.40 0.52 -0.77
S -2.20 1.74 -0.30
H 1.99 2.13 1.23
H 0.92 -1.22 -0.91
H 1.14 -1.16 0.90
H -0.96 0.06 1.24
H -0.83 -2.93 -0.41
H -1.10 0.38 -1.78



No. 3
14
Properties=species:S:1:pos:R:3 method="wB97M-V/def2-TZVPD" de_lowest_kj_mol=208.1 homo_lumo_gap_ev=8.6416 smiles="O=C[C@@H](S)COC=S" energy_ha=-1102.818675
O 0.70 -1.10 -1.52
C -0.46 -1.02 -1.18
C -0.99 -0.43 0.14
S -1.64 -1.77 1.13
C 0.15 0.21 0.85
O 0.61 1.41 0.13
C 1.78 1.47 -0.47
S 2.23 2.79 -1.34
H -1.28 -1.42 -1.80
H -1.72 0.36 -0.08
H -2.60 -1.10 1.79
H -0.11 0.54 1.87
H 0.98 -0.49 0.88
H 2.36 0.54 -0.43



No. 4
14
Properties=species:S:1:pos:R:3 method="wB97M-V/def2-TZVPD" de_lowest_kj_mol=78.3 homo_lumo_gap_ev=9.0817 smiles="CC=C(O)O.O=C=O" energy_ha=-456.991080
C -1.45 -0.60 -0.35
C -0.45 -0.11 0.66
C 0.18 1.07 0.63
O 0.96 1.53 1.65
O 0.26 1.91 -0.42
H -2.45 -0.60 0.08
H -1.22 -1.62 -0.65
H -1.46 0.02 -1.25
H -0.37 -0.71 1.56
H 0.95 0.90 2.38
H -0.09 1.46 -1.21
O 1.43 -0.36 -1.87
C 1.67 -1.07 -0.99
O 2.05 -1.82 -0.21



No. 5
15
Properties=species:S:1:pos:R:3 method="wB97M-V/def2-TZVPD" de_lowest_kj_mol=39.4 s2=2.01 multiplicity=3 homo_lumo_gap_ev="7.6310 / 7.7257" energy_ha=-854.973909
C 0.74 -1.14 0.17
C -1.07 0.63 -0.20
C 0.10 1.55 0.12
C -0.76 -0.83 0.26
O 1.18 -2.26 0.12
O 1.99 0.45 -1.42
O 2.53 0.86 1.00
O -1.43 -1.83 -0.51
S 1.55 0.50 0.02
H -2.10 0.76 0.18
H -1.20 0.57 -1.33
H 0.29 2.14 -0.67
H 0.13 2.10 1.14
H -0.99 -0.87 1.38
H -0.97 -2.63 -0.26



No. 6
16
Properties=species:S:1:pos:R:3 method="wB97M-V/def2-TZVPD" de_lowest_kj_mol=242.2 homo_lumo_gap_ev="7.7646 / 7.7817" energy_ha=-607.336440
C 2.00 -0.58 -0.47
C 1.47 -0.84 0.87
C 0.03 0.80 -1.01
C -0.63 0.15 0.21
O 3.05 -0.85 -1.00
O 0.31 -0.19 1.23
O 0.26 2.11 -0.72
O -0.48 0.55 -2.22
O -1.56 1.02 0.78
O -1.24 -0.99 -0.21
H 1.28 -1.93 0.95
H 2.36 -0.31 1.55
H 0.09 2.74 -1.39
H -1.18 -0.13 -2.19
H -1.15 1.91 0.58
H -1.96 -1.01 0.49



No. 7
18
Properties=species:S:1:pos:R:3 method="wB97M-V/def2-TZVPD" total_charge=-2 de_lowest_kj_mol=249.8 homo_lumo_gap_ev=7.5023 energy_ha=-1403.739699
C 0.25 1.32 -1.93
C -0.29 0.28 -1.34
C 1.58 -1.14 0.41
C -0.29 0.01 0.09
O -1.29 2.31 0.91
O -0.85 -2.45 -0.26
O 1.14 2.03 0.80
O -0.18 0.96 2.60
O -1.21 -1.63 1.94
O -2.67 -1.04 0.10
S -0.19 1.38 1.20
S -1.36 -1.36 0.54
H 0.50 1.42 -2.97
H 1.03 1.95 -1.30
H -1.01 -0.45 -1.94
H 1.11 -1.19 1.38
H 2.22 -0.40 0.02
H 1.50 -1.99 -0.26



No. 8
18
Properties=species:S:1:pos:R:3 method="wB97M-V/def2-TZVPD" de_lowest_kj_mol=315.7 homo_lumo_gap_ev=7.6757 energy_ha=-757.834242
C 0.83 1.24 -0.67
C 1.68 0.08 -0.65
C -0.42 0.21 0.64
C -1.22 0.44 -0.64
O 1.25 2.26 -0.06
O -0.34 1.20 -1.50
O 2.62 0.18 0.28
O 1.49 -1.15 -1.16
O -0.32 -1.07 1.01
O -0.55 1.00 1.69
O -1.43 -0.81 -1.21
O -2.41 1.06 -0.30
H 2.53 1.01 0.69
H 2.43 -1.45 -1.23
H -0.76 -1.79 0.57
H -0.12 0.86 2.52
H -1.85 -0.61 -2.00
H -2.43 1.79 -0.94



No. 9
13
Properties=species:S:1:pos:R:3 method="wB97M-V/def2-TZVPD" de_lowest_kj_mol=0.0 homo_lumo_gap_ev=8.1439 energy_ha=-913.892398
C -1.49 0.53 -0.50
C -0.41 0.51 -1.53
C -1.45 -0.07 0.87
C 1.09 0.17 -1.28
O -2.53 0.96 -1.00
P -0.79 1.79 -2.84
P -0.95 -0.18 -3.22
H -2.14 0.46 1.62
H -0.44 0.05 1.36
H -1.61 -1.17 0.93
H 1.12 -0.73 -0.75
H 1.65 0.97 -0.84
H 1.71 0.07 -2.25



No. 10
12
Properties=species:S:1:pos:R:3 method="wB97M-V/def2-TZVPD" total_charge=+1 s2=0.75 multiplicity=2 homo_lumo_gap_ev="5.7859 / 7.8649" energy_ha=-423.766937
C 1.58 -1.15 0.78
C 0.85 -0.04 0.95
C -0.58 0.10 0.51
C -0.76 0.79 -0.79
O -1.52 0.39 -1.66
Pb -2.20 0.90 -3.69
H 1.13 -2.12 0.53
H 2.64 -1.15 1.03
H 1.22 0.76 1.60
H -1.05 -0.91 0.47
H -1.13 0.73 1.23
H -0.19 1.73 -0.95



No. 11
12
Properties=species:S:1:pos:R:3 method="wB97M-V/def2-TZVPD" de_lowest_kj_mol=176.7 homo_lumo_gap_ev=8.3854 smiles="CC(=S)CC=O" energy_ha=-629.379859
C 0.68 -1.33 0.65
C 0.84 -0.04 -0.09
S 2.18 0.82 -0.03
C -0.21 0.60 -0.91
C -1.37 1.15 0.05
O -2.01 0.36 0.69
H -0.40 -1.28 1.12
H 0.71 -2.34 0.14
H 1.42 -1.27 1.43
H -0.54 -0.15 -1.63
H 0.21 1.30 -1.60
H -1.49 2.19 0.17



No. 12
12
Properties=species:S:1:pos:R:3 method="wB97M-V/def2-TZVPD" de_lowest_kj_mol=137.7 homo_lumo_gap_ev=9.2037 smiles="C=CCC(O)=S" energy_ha=-629.394727
C -0.84 1.20 -1.00
C -0.18 0.99 0.14
C 0.89 0.02 0.11
C 0.50 -1.36 0.67
O -0.80 -1.65 0.62
S 1.46 -2.46 1.32
H -1.81 1.73 -1.02
H -0.53 0.79 -1.98
H -0.46 1.42 1.10
H 1.81 0.33 0.69
H 1.24 -0.20 -0.94
H -1.29 -0.80 0.29



No. 13
12
Properties=species:S:1:pos:R:3 method="wB97M-V/def2-TZVPD" de_lowest_kj_mol=837.9 homo_lumo_gap_ev=7.1513 energy_ha=-629.128041
C -1.03 -0.60 0.46
C 0.27 -0.25 -0.40
C 0.60 1.10 -0.22
C 0.91 2.22 -0.03
H -2.88 -1.32 -0.77
H -0.97 0.04 1.49
H -1.00 -1.78 0.57
H -0.11 -0.57 -1.36
H 3.34 -0.20 0.58
H 1.60 3.19 -0.01
O -2.29 -0.33 -0.22
S 1.57 -1.51 -0.11



No. 14
12
Properties=species:S:1:pos:R:3 method="wB97M-V/def2-TZVPD" de_lowest_kj_mol=300.6 homo_lumo_gap_ev=9.6776 energy_ha=-629.332681
C 0.01 -0.04 -0.07
C -1.37 0.06 -0.03
C 0.93 -1.21 -0.13
C 0.82 1.13 -0.14
O 3.14 -0.04 0.73
S 2.36 0.04 -0.52
H -1.86 0.93 -0.11
H -1.91 -0.88 -0.11
H 1.38 -1.68 0.84
H 0.70 -1.98 -0.85
H 0.52 1.78 -1.05
H 1.11 1.79 0.73



No. 15
13
Properties=species:S:1:pos:R:3 method="wB97M-V/def2-TZVPD" de_lowest_kj_mol=318.3 homo_lumo_gap_ev=9.0202 smiles=S[C@H]1[C@H]2OCS[C@@H]12 energy_ha=-1027.510318
S 2.08 -0.99 -0.58
C 1.29 0.11 0.66
C 0.10 0.94 0.27
O -0.30 0.64 -1.02
C -1.49 -0.25 -0.90
S -0.84 -1.63 0.13
C -0.12 -0.29 1.14
H 1.49 -0.32 -1.62
H 2.02 0.50 1.34
H 0.31 2.06 0.50
H -1.88 -0.62 -1.86
H -2.34 0.37 -0.47
H -0.30 -0.53 2.39



No. 16
13
Properties=species:S:1:pos:R:3 method="wB97M-V/def2-TZVPD" de_lowest_kj_mol=112.3 homo_lumo_gap_ev=8.4146 smiles="OCC1SC=CS1" energy_ha=-1027.588767
O -2.68 0.12 0.18
C -1.60 -0.77 0.47
C -0.49 -0.30 -0.53
S 0.98 -1.43 -0.24
C 1.99 -0.12 0.46
C 1.52 1.17 0.45
S -0.01 1.45 -0.34
H -3.49 -0.02 0.75
H -1.91 -1.82 0.19
H -1.21 -0.66 1.50
H -0.86 -0.38 -1.60
H 2.96 -0.38 0.88
H 2.03 2.01 0.84



No. 17
12
Properties=species:S:1:pos:R:3 method="wB97M-V/def2-TZVPD" de_lowest_kj_mol=256.0 homo_lumo_gap_ev=8.4438 smiles="C=CC1=CP1#[PH2]" energy_ha=-838.558651
C -1.99 0.60 1.15
C -1.27 0.68 -0.05
C 0.11 0.61 -0.82
C 0.74 0.67 -1.96
P 1.99 0.76 -0.67
P 2.60 -1.32 -0.55
H -2.92 1.01 1.21
H -1.60 0.11 2.02
H -1.85 1.10 -0.88
H 0.61 0.59 -3.06
H 3.13 -1.18 0.66
H 3.92 -1.06 -0.94



No. 18
12
Properties=species:S:1:pos:R:3 method="wB97M-V/def2-TZVPD" de_lowest_kj_mol=163.8 homo_lumo_gap_ev=9.2707 smiles="PC1=[PH]=CC=C1" energy_ha=-838.593750
P 2.62 0.35 0.08
C 0.85 0.04 0.04
P -0.74 1.56 0.14
C -1.84 0.11 0.13
C -1.27 -1.12 0.21
C 0.16 -1.11 0.18
H 2.82 1.21 1.11
H 2.38 1.33 -0.81
H -0.97 1.42 -1.33
H -2.84 0.07 -0.14
H -1.97 -1.90 0.43
H 0.80 -1.95 -0.05



No. 19
13
Properties=species:S:1:pos:R:3 method="wB97M-V/def2-TZVPD" de_lowest_kj_mol=0.0 homo_lumo_gap_ev=9.0922 smiles=[PH2]#[PH]c1cccs1 energy_ha=-1236.868692
P -2.67 -0.64 0.68
P -1.67 0.42 -0.95
C 0.03 0.15 -0.43
C 1.01 1.16 0.05
C 2.22 0.56 0.39
C 2.25 -0.79 0.22
S 0.77 -1.40 -0.39
H -3.72 -1.10 -0.12
H -3.40 0.48 1.08
H -1.70 -0.69 -1.80
H 0.76 2.20 0.11
H 3.07 1.11 0.76
H 3.06 -1.46 0.41



No. 20
11
Properties=species:S:1:pos:R:3 method="wB97M-V/def2-TZVPD" de_lowest_kj_mol=124.7 homo_lumo_gap_ev=7.8106 smiles="C=C(C)C=S" energy_ha=-554.124658
C -2.09 -0.20 -0.58
C -0.87 -0.15 0.06
C -0.73 -1.11 1.12
C 0.14 0.72 -0.44
S 1.77 0.45 -0.16
H -2.79 -0.98 -0.54
H -2.28 0.61 -1.28
H -1.06 -0.58 1.94
H 0.30 -1.36 1.44
H -1.22 -2.05 1.20
H -0.06 1.53 -1.19